Entry 1:
# C20H26BF4N2O7P2SiTi

A molecular structure, C20H26BF4N2O7P2SiTi (wB97M-V/def2-TZVPD, OMol25).

Last column: Mulliken charge in e.
Positions of all 64 atoms, in Å:
Ti: 0.84 -1.08 -1.67  0.256
O: -2.66 -2.21 -3.82  -0.557
P: -1.90 -2.62 -2.48  0.542
O: -2.81 -3.04 -1.42  -0.692
O: -0.95 -1.43 -2.19  0.173
O: -0.91 -3.81 -2.95  -0.306
P: 0.58 -3.59 -3.51  0.877
O: 0.25 -2.56 -4.69  -0.462
O: 1.24 -4.83 -3.90  -0.760
O: 1.29 -2.74 -2.40  -0.116
H: -2.02 -1.94 -4.50  0.404
H: 0.93 -1.90 -4.88  0.341
C: 0.52 -1.58 0.29  -0.500
Si: -0.21 -0.35 1.44  -0.867
C: -1.24 0.61 0.19  -0.941
N: -0.41 0.98 -0.99  1.578
C: 0.47 2.13 -0.61  -0.512
C: 0.69 3.09 -1.77  -1.062
C: -0.62 3.79 -2.12  -0.698
C: -1.80 2.82 -1.97  -0.878
C: -1.32 1.38 -2.11  -1.039
C: 1.03 0.69 2.37  0.264
C: 0.60 1.81 3.09  -0.008
C: 1.50 2.62 3.76  -0.803
C: 2.86 2.32 3.72  -0.501
C: 3.30 1.22 3.01  -0.613
C: 2.39 0.40 2.35  -0.124
C: -1.38 -1.19 2.65  0.775
C: -2.38 -2.03 2.16  -0.549
C: -3.26 -2.67 3.02  -0.773
C: -3.16 -2.48 4.39  -0.427
C: -2.17 -1.65 4.90  -0.654
C: -1.29 -1.01 4.03  -0.331
H: -0.19 -2.42 0.18  0.453
H: 1.50 -2.00 0.55  0.818
H: -1.78 1.48 0.57  0.471
H: -1.99 -0.11 -0.15  0.568
H: 1.41 1.74 -0.24  0.033
H: 0.00 2.67 0.21  0.314
H: 1.10 2.55 -2.62  0.235
H: 1.45 3.82 -1.47  0.527
H: -0.57 4.18 -3.14  0.377
H: -0.77 4.65 -1.46  0.372
H: -2.56 3.01 -2.73  0.434
H: -2.29 2.96 -1.01  0.232
H: -0.80 1.26 -3.05  0.524
H: -2.16 0.68 -2.11  0.413
H: -0.46 2.05 3.12  0.470
H: 1.15 3.48 4.31  0.396
H: 3.56 2.96 4.24  0.368
H: 4.36 0.99 2.97  0.443
H: 2.77 -0.45 1.79  0.229
H: -2.48 -2.21 1.09  0.331
H: -4.03 -3.32 2.61  0.445
H: -3.85 -2.98 5.06  0.356
H: -2.08 -1.51 5.97  0.389
H: -0.52 -0.37 4.44  0.317
F: 4.63 0.38 -0.44  -0.333
B: 3.86 -0.64 -0.91  0.106
F: 2.39 -0.08 -0.87  0.139
F: 3.83 -1.74 -0.09  -0.377
F: 4.04 -0.96 -2.23  -0.332
N: 1.32 0.62 -4.51  -0.723
C: 1.19 0.21 -3.44  -0.030

## Properties
HOMO-LUMO gap, eV: 9.1
E_HOMO, eV: -7.1
ΔE to the lowest compared entry with this formula, charge and spin, kcal/mol: 9.4
LUMO level, eV: 1.96
E, Eh: -3660.67543
Charge: -1


Entry 2:
# CH4N2S3

A molecular structure, CH4N2S3 at a distorted geometry (wB97M-V/def2-TZVPD, OMol25).

Last column: Mulliken charge in e.
Positions of all 10 atoms, in Å:
C: -1.95 0.04 0.26  -0.038
N: 2.49 -0.48 -0.54  -0.397
N: 1.54 -0.35 0.38  -0.034
S: -1.43 1.13 -0.76  -0.196
S: -3.53 -0.52 0.46  -0.146
S: 0.92 1.02 0.66  -0.063
H: 3.04 -1.45 -0.53  0.260
H: 3.02 0.37 -0.82  0.235
H: -4.30 0.00 -0.58  0.115
H: 0.19 0.24 1.47  0.264

## Properties
HOMO-LUMO gap (spin up / spin down), eV: 5.8 / 7.4
E_HOMO (spin up / spin down), eV: -6.8 / -7.3
ΔE to the lowest compared entry with this formula, charge and spin, kcal/mol: 114.2
LUMO level (spin up / spin down), eV: -0.94 / 0.13
E, Eh: -1344.36838
Charge: 0


Entry 3:
# C2H2BrCl2F

2 unconnected molecules or ions with the total composition C2H2BrCl2F at a distorted geometry (wB97M-V/def2-TZVPD, OMol25).

Last column: Mulliken charge in e.
Positions of all 8 atoms, in Å:
C: -0.24 0.21 0.23  -0.505
C: -1.32 1.05 0.63  0.476
F: -2.50 0.46 0.18  -0.134
Cl: -1.36 2.35 1.49  0.063
Cl: -0.22 2.30 -2.09  -0.587
Br: 0.02 -0.92 1.98  -0.105
H: -0.71 -0.53 -0.50  0.379
H: 0.74 0.67 0.01  0.413

## Properties
HOMO-LUMO gap (spin up / spin down), eV: 5.5 / 5.5
E_HOMO (spin up / spin down), eV: -8.9 / -8.9
ΔE to the lowest compared entry with this formula, charge and spin, kcal/mol: 79.8
LUMO level (spin up / spin down), eV: -3.42 / -3.42
E, Eh: -3671.54680
Charge: 0


Entry 4:
# C27H29NO3P2W

A molecular structure, C27H29NO3P2W at a distorted geometry (wB97M-V/def2-TZVPD, OMol25).

Last column: Mulliken charge in e.
Positions of all 63 atoms, in Å:
C: -2.38 1.79 -3.63  -0.873
C: -1.39 1.69 -2.66  0.966
C: -1.79 1.46 -1.31  1.205
C: -3.18 1.32 -0.93  0.269
C: -4.09 1.20 -2.03  -1.065
C: -3.71 1.48 -3.34  -0.909
C: -3.59 1.42 0.41  -0.333
C: -2.56 1.63 1.36  0.144
C: -1.18 1.81 0.95  1.049
C: -0.22 2.46 1.79  0.934
C: -0.62 2.88 3.05  -0.696
C: -1.89 2.58 3.54  -1.122
C: -2.81 1.94 2.73  -0.813
H: -2.10 2.10 -4.65  0.433
H: -5.13 0.85 -1.84  0.393
H: -4.45 1.55 -4.15  0.428
H: -4.67 1.07 0.74  0.357
H: 0.08 3.48 3.65  0.403
H: -2.15 2.92 4.53  0.490
H: -3.79 1.67 3.15  0.424
N: -0.88 1.83 -0.37  -0.506
W: 0.53 0.25 -0.54  0.560
C: 0.04 1.90 -3.12  -1.506
H: 0.58 2.74 -2.67  0.410
H: 0.14 2.06 -4.21  0.576
C: 1.19 2.80 1.38  -1.520
H: 1.31 3.50 0.53  0.431
H: 1.80 3.26 2.19  0.586
P: 1.03 0.38 -2.71  1.092
P: 2.06 1.23 0.87  0.719
C: 2.34 0.30 2.41  -1.156
H: 2.89 -0.61 2.16  0.401
H: 2.90 0.86 3.16  0.488
H: 1.39 -0.01 2.83  0.188
C: 3.71 1.70 0.22  -1.197
H: 4.34 2.17 0.98  0.459
H: 4.20 0.78 -0.13  0.364
H: 3.59 2.38 -0.63  0.362
C: 0.34 -0.94 -3.77  -1.321
H: 0.46 -0.76 -4.84  0.431
H: 0.81 -1.89 -3.50  0.424
H: -0.73 -1.01 -3.55  0.380
C: 2.75 0.63 -3.36  -1.151
H: 3.35 -0.25 -3.06  0.387
H: 2.80 0.73 -4.46  0.451
H: 3.20 1.52 -2.91  0.338
C: 1.41 -1.50 -0.31  0.428
O: 2.06 -2.52 -0.21  -0.598
H: 0.15 -1.49 -0.37  -0.244
O: -0.31 -1.40 3.30  -0.617
C: -0.80 -1.90 2.26  0.479
O: -1.58 -1.35 1.40  -0.321
C: -0.30 -3.31 1.99  0.620
C: -0.43 -4.02 0.78  -0.026
C: 0.20 -5.26 0.60  -0.570
C: 0.94 -5.84 1.64  -0.395
C: 1.04 -5.16 2.87  -0.492
C: 0.40 -3.93 3.04  -0.617
H: -1.00 -3.57 -0.05  0.365
H: 0.14 -5.79 -0.37  0.374
H: 1.44 -6.81 1.50  0.412
H: 1.61 -5.59 3.70  0.392
H: 0.49 -3.40 3.98  0.438

## Properties
HOMO-LUMO gap (spin up / spin down), eV: 6.6 / 4.6
E_HOMO (spin up / spin down), eV: -14.0 / -13.9
LUMO level (spin up / spin down), eV: -7.39 / -9.30
2S+1: 3
E, Eh: -2075.84991
Charge: +2


Entry 5:
# C5H9NO

C5H9NO in the gas phase (wB97M-V/def2-TZVPD, OMol25).

Last column: Mulliken charge in e.
Positions of all 16 atoms, in Å:
C: 1.04 1.73 -2.27  -0.688
N: 0.96 1.01 -1.03  -0.377
C: -0.03 1.12 -0.26  -0.364
C: 0.01 0.22 0.92  0.071
O: -0.98 0.21 1.94  -0.509
C: -0.95 -0.89 1.03  0.182
C: -0.50 -2.25 1.49  -1.156
H: 1.02 1.01 -3.09  0.250
H: 2.01 2.23 -2.30  0.243
H: 0.24 2.48 -2.42  0.302
H: -0.91 1.76 -0.43  0.407
H: 1.02 0.05 1.28  0.355
H: -1.79 -0.88 0.34  0.380
H: -1.08 -2.61 2.34  0.294
H: -0.62 -2.95 0.66  0.289
H: 0.56 -2.24 1.77  0.323

## Properties
Structure (SMILES): C/N=C/[C@H]1O[C@@H]1C
HOMO-LUMO gap, eV: 10.9
E_HOMO, eV: -9.8
ΔE to the lowest compared entry with this formula, charge and spin, kcal/mol: 58.7
LUMO level, eV: 1.15
E, Eh: -325.84404
Charge: 0


Entry 6:
# CH3I2NO

A molecular structure, CH3I2NO at a distorted geometry (wB97M-V/def2-TZVPD, OMol25).

Last column: Mulliken charge in e.
Positions of all 8 atoms, in Å:
C: -1.15 -0.25 0.10  -0.533
N: 1.18 0.27 -0.24  -0.492
O: 0.10 0.10 0.76  -0.179
I: 1.81 2.25 -0.10  0.206
I: 2.51 -1.20 -0.01  0.223
H: -1.97 -0.43 0.74  0.293
H: -0.90 -1.13 -0.58  0.222
H: -1.59 0.41 -0.66  0.260

## Properties
HOMO-LUMO gap, eV: 7.8
E_HOMO, eV: -8.9
ΔE to the lowest compared entry with this formula, charge and spin, kcal/mol: 12.3
LUMO level, eV: -1.15
E, Eh: -765.14435
Charge: 0


Repeat the sixth record exactly.
# CH3I2NO

A molecular structure, CH3I2NO at a distorted geometry (wB97M-V/def2-TZVPD, OMol25).

Last column: Mulliken charge in e.
Positions of all 8 atoms, in Å:
C: -1.15 -0.25 0.10  -0.533
N: 1.18 0.27 -0.24  -0.492
O: 0.10 0.10 0.76  -0.179
I: 1.81 2.25 -0.10  0.206
I: 2.51 -1.20 -0.01  0.223
H: -1.97 -0.43 0.74  0.293
H: -0.90 -1.13 -0.58  0.222
H: -1.59 0.41 -0.66  0.260

## Properties
HOMO-LUMO gap, eV: 7.8
E_HOMO, eV: -8.9
ΔE to the lowest compared entry with this formula, charge and spin, kcal/mol: 12.3
LUMO level, eV: -1.15
E, Eh: -765.14435
Charge: 0